{
  "formula": "C19H14N3O2PtS3",
  "method": "ωB97M-V with the def2-TZVPD basis set",
  "total_charge": -1,
  "energy_ev": -64251.7622,
  "lumo_energy_ev": 1.94,
  "relative_energy_kj_mol": 36.6,
  "symbols": ["Pt", "S", "C", "S", "S", "C", "C", "N", "C", "C", "C", "C", "C", "C", "C", "C", "N", "C", "N", "H", "H", "H", "H", "H", "H", "H", "H", "H", "O", "C", "O", "C", "C", "C", "C", "C", "C", "H", "H", "H", "H", "H"],
  "xyz": [[-2.03368, 1.53531, -0.55854], [-6.07275, 0.37241, 1.00121], [-4.64147, 0.89132, 0.39999], [-4.11642, 0.93144, -1.26171], [-3.28323, 1.51331, 1.32302], [1.97573, 2.98752, 0.18520], [0.73642, 2.71781, -0.36172], [-0.27824, 2.24274, 0.37041], [-0.06287, 1.99027, 1.65830], [1.16571, 2.16928, 2.27799], [2.19833, 2.70343, 1.52046], [1.31809, 1.83599, 3.70516], [0.92980, 0.71506, 4.31804], [0.40072, -0.52023, 3.70932], [-0.15664, -1.51009, 4.51255], [-0.58676, -2.66426, 3.88343], [-0.48492, -2.84864, 2.57165], [0.04976, -1.83615, 1.89016], [0.50193, -0.69715, 2.39076], [2.76097, 3.37796, -0.44600], [0.52481, 2.89226, -1.40514], [-0.90435, 1.61708, 2.22545], [3.17548, 2.85926, 1.96277], [1.76932, 2.60538, 4.32520], [1.04177, 0.66974, 5.39634], [-0.25605, -1.38115, 5.58194], [-1.02942, -3.47439, 4.45373], [0.12907, -1.95048, 0.81478], [1.10154, 0.32301, -1.49252], [0.14986, 0.16920, -2.25996], [-0.98139, 0.76116, -2.23769], [0.28540, -0.83722, -3.39124], [-0.80005, -1.15844, -4.19859], [-0.65610, -2.07668, -5.22900], [0.57459, -2.67663, -5.46133], [1.65870, -2.36479, -4.65108], [1.51170, -1.45043, -3.61822], [-1.74972, -0.68165, -3.99708], [-1.50737, -2.32878, -5.84964], [0.68821, -3.38777, -6.27095], [2.61723, -2.84031, -4.82201], [2.33631, -1.19568, -2.96541]],
  "atomic_forces_ev_per_a": [[0.52, -0.32, 0.42], [-0.06, 0.03, -0.01], [0.21, 0.10, -0.05], [-0.07, -0.29, 0.17], [-0.54, 0.28, -0.15], [-0.03, 0.03, -0.03], [-0.05, 0.17, 0.03], [0.26, -0.30, -0.06], [-0.02, 0.03, -0.01], [-0.03, 0.16, 0.00], [0.00, -0.05, 0.03], [-0.02, -0.07, -0.01], [0.04, 0.03, 0.02], [-0.04, -0.05, -0.01], [-0.02, 0.02, 0.00], [0.00, 0.00, 0.00], [-0.02, 0.00, 0.00], [-0.01, -0.01, -0.01], [0.08, -0.02, 0.03], [0.00, 0.00, 0.00], [0.01, -0.05, -0.02], [-0.01, -0.04, -0.03], [-0.01, 0.04, 0.01], [0.00, 0.00, 0.00], [0.02, -0.01, 0.00], [0.01, 0.00, 0.00], [0.00, 0.00, 0.00], [0.00, 0.01, 0.00], [-0.03, -0.04, 0.02], [-0.01, -0.13, 0.02], [-0.18, 0.43, -0.31], [0.00, 0.05, -0.04], [0.01, 0.00, 0.01], [0.00, -0.01, 0.00], [0.00, 0.00, 0.00], [0.00, -0.01, 0.01], [0.00, 0.00, 0.00], [0.00, 0.01, -0.01], [0.00, 0.01, -0.01], [0.00, -0.01, 0.01], [0.00, 0.01, -0.01], [0.00, 0.01, 0.00]]
}